# 1
C44H123N11O12 | ωB97M-V with the def2-TZVPD basis set

Atoms and positions in Å:
C1 6.3033 -5.5252 -10.1749
O1 5.2849 -4.5539 -10.2730
C2 3.8994 -4.9423 -10.3110
C3 2.9363 -3.8748 -10.6008
C4 2.8525 -2.7777 -9.4806
N1 1.5244 -4.2926 -10.7281
H1 6.3936 -5.9053 -9.1574
H2 7.2229 -5.0176 -10.4660
H3 6.2024 -6.2710 -10.9634
H4 3.7817 -5.6719 -11.1122
H5 3.6017 -5.5462 -9.4538
H6 3.2386 -3.5073 -11.5815
H7 3.8721 -2.4862 -9.2284
H8 2.4364 -3.1649 -8.5505
H9 2.3116 -1.9117 -9.8621
H10 1.2984 -4.9364 -11.4728
H11 1.3976 -4.8494 -9.8950
C5 -2.8660 6.2552 -1.1395
O2 -3.5982 6.9248 -2.2059
C6 -4.9973 7.0489 -2.0297
C7 -5.6764 7.9672 -3.0099
C8 -5.2375 9.4733 -2.9399
N2 -7.1383 7.9204 -2.8288
H12 -1.8056 6.1270 -1.3571
H13 -3.3425 5.3065 -0.8926
H14 -2.8769 6.9329 -0.2859
H15 -5.4561 6.0751 -2.2011
H16 -5.3295 7.1769 -0.9995
H17 -5.5542 7.6524 -4.0463
H18 -4.2538 9.6518 -2.5056
H19 -5.9757 10.0972 -2.4359
H20 -5.1068 9.9250 -3.9233
H21 -7.4323 6.9567 -2.7578
H22 -7.2926 8.0920 -3.8121
C9 -4.4267 -4.0605 -7.0296
O3 -5.3218 -5.0821 -6.7700
C10 -5.3890 -6.0495 -7.7759
C11 -6.2330 -7.2988 -7.4388
C12 -5.6137 -8.3499 -6.5574
N3 -6.9555 -7.8600 -8.6117
H23 -3.3594 -4.2770 -6.9856
H24 -4.5546 -3.3586 -6.2055
H25 -4.5506 -3.5455 -7.9822
H26 -5.9195 -5.5064 -8.5580
H27 -4.4272 -6.3984 -8.1519
H28 -7.0943 -6.9376 -6.8768
H29 -5.5968 -7.9999 -5.5252
H30 -4.6075 -8.7116 -6.7695
H31 -6.2464 -9.2343 -6.4823
H32 -7.6975 -8.4242 -8.2229
H33 -7.5226 -7.0584 -8.8482
C13 12.0970 -4.2449 1.2608
O4 10.7446 -4.6776 0.9934
C14 9.7510 -4.1481 1.9159
C15 8.3140 -3.9915 1.1546
C16 6.9699 -3.6778 1.9464
N4 7.9159 -5.2636 0.5362
H34 12.5097 -4.8457 2.0712
H35 12.3417 -3.1965 1.4313
H36 12.7605 -4.4515 0.4210
H37 9.6814 -4.9010 2.7011
H38 9.9289 -3.2500 2.5074
H39 8.4136 -3.1603 0.4565
H40 6.2688 -3.1962 1.2648
H41 7.1070 -3.0389 2.8189
H42 6.4102 -4.4838 2.4209
H43 8.7082 -5.6037 0.0102
H44 7.8080 -6.0222 1.1943
C17 -8.3271 -6.9206 1.6377
O5 -7.6363 -7.4304 0.5327
C18 -6.7391 -6.5185 -0.0824
C19 -5.4667 -6.4289 0.8062
C20 -4.3330 -5.6781 0.0865
N5 -4.9002 -7.7180 1.1241
H45 -7.8837 -7.0142 2.6291
H46 -9.0777 -7.7075 1.7126
H47 -8.9041 -6.0041 1.5151
H48 -6.4303 -6.8667 -1.0681
H49 -7.2854 -5.5812 -0.1880
H50 -5.5102 -5.8794 1.7465
H51 -4.5927 -4.6936 -0.3025
H52 -3.7395 -6.3767 -0.5031
H53 -3.6720 -5.3814 0.9008
H54 -5.7120 -8.3188 1.1169
H55 -4.2007 -8.0416 0.4713
C21 -1.8542 -0.4260 7.7664
O6 -1.1282 -0.5886 8.9802
C22 -1.6676 -1.7369 9.6994
C23 -3.1238 -1.5041 10.2270
C24 -3.2426 -0.3211 11.2021
N6 -3.6518 -2.6028 10.9897
H56 -1.6236 -1.3052 7.1648
H57 -1.5213 0.4507 7.2107
H58 -2.9262 -0.3043 7.9217
H59 -1.6430 -2.5924 9.0243
H60 -0.9979 -1.8920 10.5453
H61 -3.7952 -1.3649 9.3797
H62 -2.3032 -0.1793 11.7366
H63 -4.0045 -0.5603 11.9440
H64 -3.4653 0.6442 10.7474
H65 -4.6277 -2.6141 11.2495
H66 -3.1693 -2.5439 11.8751
C25 3.1769 3.6343 9.8239
O7 3.1177 4.7197 8.9469
C26 2.4655 4.4175 7.7685
C27 2.2752 5.6495 6.8160
C28 1.6332 5.2447 5.4011
N7 3.5670 6.3118 6.5548
H67 3.3033 4.0347 10.8298
H68 4.0057 2.9711 9.5760
H69 2.2473 3.0655 9.8415
H70 2.9242 3.5526 7.2893
H71 1.5722 3.8302 7.9811
H72 1.6735 6.3755 7.3628
H73 2.1816 4.5102 4.8113
H74 1.6043 6.1829 4.8470
H75 0.6532 4.7684 5.4300
H76 3.8259 6.3991 7.5271
H77 4.1763 5.6641 6.0759
C29 -6.5236 2.0070 3.0954
O8 -7.1853 3.0504 3.8257
C30 -8.3106 2.5370 4.5870
C31 -9.3116 3.5828 5.1158
C32 -10.3501 2.9555 6.0796
N8 -10.1343 4.0680 4.0766
H78 -7.1141 1.5074 2.3273
H79 -6.1303 1.2412 3.7640
H80 -5.7343 2.4024 2.4562
H81 -8.8515 1.7959 3.9984
H82 -7.9385 1.9600 5.4335
H83 -8.7346 4.3312 5.6589
H84 -11.0265 3.6535 6.5729
H85 -9.8573 2.5931 6.9818
H86 -10.9127 2.1945 5.5388
H87 -10.7821 3.3020 3.9597
H88 -9.6689 4.1387 3.1830
C33 5.8064 2.2984 -3.2191
O9 6.0874 3.1433 -4.3419
C34 4.8802 3.7235 -4.9100
C35 5.2259 4.6459 -6.1207
C36 6.1968 5.8153 -5.7369
N9 3.9032 5.1411 -6.5932
H89 5.8623 1.2197 -3.3654
H90 4.8411 2.5574 -2.7841
H91 6.6310 2.5531 -2.5535
H92 4.2759 2.8894 -5.2666
H93 4.3407 4.1939 -4.0879
H94 5.7768 4.1598 -6.9260
H95 6.2716 6.6178 -6.4707
H96 7.1915 5.4400 -5.4966
H97 5.7725 6.3693 -4.8996
H98 3.9063 5.0511 -7.5992
H99 3.2904 4.4121 -6.2569
C37 7.3257 3.5026 3.6307
O10 6.4543 4.4895 3.1485
C38 7.0799 5.3126 2.1945
C39 6.0708 6.2685 1.5546
C40 4.9926 5.4319 0.7111
N10 6.6301 7.3911 0.7746
H100 8.1618 4.0983 3.9973
H101 7.6540 2.7631 2.9003
H102 6.8895 2.9771 4.4801
H103 7.8918 5.7756 2.7554
H104 7.4804 4.6147 1.4593
H105 5.5858 6.8179 2.3615
H106 4.8907 4.4490 1.1711
H107 5.4172 5.0782 -0.2284
H108 4.0500 5.9774 0.6651
H109 5.8881 7.8722 0.2865
H110 7.4509 7.2181 0.2120
C41 0.3605 -0.8112 -2.6951
O11 0.6566 -0.6726 -1.3142
C42 -0.5004 -0.5030 -0.5030
C43 -0.1170 -0.6500 0.9904
C44 0.9538 0.4629 1.2271
N11 0.5647 -1.9427 1.4176
H111 -0.0970 -1.7198 -3.0865
H112 1.3779 -0.7322 -3.0781
H113 -0.2610 0.0400 -2.9731
H114 -0.9939 0.4666 -0.5702
H115 -1.1997 -1.3216 -0.6731
H116 -1.0357 -0.5439 1.5673
H117 1.1556 0.5554 2.2943
H118 0.7401 1.4595 0.8408
H119 1.9312 0.1688 0.8445
H120 -0.0210 -2.6826 1.7777
H121 1.2209 -2.2702 0.7232
O12 1.5744 -5.8985 -4.5884
H122 1.5517 -6.7887 -4.2375
H123 2.4522 -5.5799 -4.3779

The calculation puts the total energy at -3254.88795 a.u. The net charge is 0. Its LUMO energy is 0.10 eV. Its structure (SMILES) is COC[C@H](C)N.COC[C@H](C)N.COC[C@H](C)N.COC[C@H](C)N.COC[C@H](C)N.COC[C@H](C)N.COC[C@H](C)N.COC[C@H](C)N.COC[C@H](C)N.COC[C@H](C)N.COC[C@H](C)N.O. For the relative energy (zero: lowest compared OMol25 entry of this formula, charge and spin), the calculation gives 197.2 kcal/mol. The HOMO energy comes out at -8.8 eV.

# 2
C44H124N10O15 | ωB97M-V with the def2-TZVPD basis set

Atoms and positions in Å:
C1 -0.5007 1.4479 5.3497
C2 -0.1971 2.9142 5.7499
C3 0.2531 3.2049 7.1752
O1 -0.8111 2.9929 8.0768
C4 -0.6882 3.6707 9.2708
N1 0.7571 3.5131 4.7952
H1 -1.2465 1.1847 4.5996
H2 -0.7546 0.7961 6.1857
H3 0.3386 0.9545 4.8598
H4 -1.1489 3.4451 5.7627
H5 0.5992 4.2385 7.1806
H6 1.1669 2.6668 7.4272
H7 0.3454 3.9865 9.4128
H8 -1.1132 3.1982 10.1563
H9 -1.3394 4.5404 9.1839
H10 1.0021 4.4908 4.8600
H11 0.5264 3.3658 3.8230
C5 -3.8007 5.0017 1.6921
C6 -5.0670 5.8242 1.7730
C7 -4.9277 7.0094 0.6934
O2 -3.7010 7.7928 0.9780
C8 -3.1366 8.4216 -0.1893
N2 -6.2996 5.0311 1.4928
H12 -3.6497 4.1746 2.3858
H13 -3.0109 5.6730 2.0293
H14 -3.6567 4.6433 0.6728
H15 -5.1924 6.0405 2.8340
H16 -5.7142 7.7574 0.7929
H17 -4.9765 6.6493 -0.3342
H18 -2.4748 9.2719 -0.0245
H19 -3.9069 9.0796 -0.5916
H20 -2.8460 7.7523 -0.9990
H21 -6.4694 4.3434 2.2128
H22 -7.0902 5.6596 1.4976
C9 0.9388 -1.2672 -3.3760
C10 -0.4556 -1.6128 -3.8786
C11 -0.5226 -2.5447 -5.1002
O3 -1.7368 -3.1738 -5.3952
C12 -1.7515 -3.9288 -6.5648
N3 -0.9956 -2.3265 -2.7475
H23 1.5062 -0.7837 -4.1712
H24 1.4921 -2.1875 -3.1886
H25 0.9868 -0.5503 -2.5563
H26 -0.9713 -0.6893 -4.1418
H27 0.1859 -3.3256 -4.8242
H28 -0.0116 -2.1166 -5.9626
H29 -0.9454 -4.6402 -6.7443
H30 -1.8123 -3.2457 -7.4121
H31 -2.6993 -4.4671 -6.5785
H32 -0.4644 -3.1402 -2.4722
H33 -1.8412 -2.8059 -3.0219
C13 -1.1125 1.7144 1.2163
C14 -0.5393 0.9256 0.0372
C15 0.2822 -0.3222 0.5662
O4 1.7410 -0.2765 0.6700
C16 2.5323 -1.4458 0.6322
N4 -1.6085 0.4804 -0.8235
H34 -0.3988 1.9659 2.0008
H35 -1.8939 1.1344 1.7073
H36 -1.5111 2.6450 0.8124
H37 0.0942 1.5582 -0.5845
H38 0.2237 -1.1932 -0.0865
H39 -0.1368 -0.6773 1.5076
H40 3.4431 -0.9046 0.8885
H41 2.7059 -1.8299 -0.3730
H42 2.2207 -2.2722 1.2709
H43 -1.3016 -0.2632 -1.4343
H44 -2.2911 0.0615 -0.2081
C17 -5.0254 2.9299 -1.7127
C18 -5.6935 1.6092 -2.1913
C19 -5.2489 0.3358 -1.4351
O5 -5.4574 -0.9550 -2.0321
C20 -4.4407 -1.4631 -2.7154
N5 -7.1147 1.9041 -2.2685
H45 -5.4566 3.3278 -0.7940
H46 -5.2159 3.8016 -2.3387
H47 -3.9863 2.6590 -1.5258
H48 -5.3667 1.4967 -3.2250
H49 -5.7646 0.3969 -0.4767
H50 -4.2471 0.5532 -1.0648
H51 -3.6166 -1.6968 -2.0414
H52 -3.9822 -0.6906 -3.3327
H53 -4.6321 -2.4167 -3.2075
H54 -7.2806 2.8052 -2.6935
H55 -7.7078 1.1930 -2.6719
C21 4.6313 -4.1960 3.4916
C22 4.4606 -3.3387 4.7092
C23 3.2958 -2.3363 4.6400
O6 3.4839 -1.2415 3.7070
C24 2.7286 -0.1688 4.1455
N6 4.3425 -4.1576 5.8726
H56 4.9183 -3.6073 2.6203
H57 3.8601 -4.9505 3.3366
H58 5.5143 -4.7825 3.7456
H59 5.3676 -2.7355 4.7473
H60 3.2255 -1.9347 5.6508
H61 2.3416 -2.8249 4.4431
H62 2.9079 0.5557 3.3511
H63 3.0078 0.1701 5.1432
H64 1.6787 -0.4504 4.0660
H65 5.0385 -4.8895 5.8692
H66 4.6162 -3.4951 6.5842
C25 3.6662 -2.0590 -7.7916
C26 4.2104 -1.6575 -6.3820
C27 4.5083 -2.8420 -5.3695
O7 4.7359 -2.1129 -4.0859
C28 4.8268 -3.0202 -2.9494
N7 5.5562 -1.0242 -6.5782
H67 4.2647 -2.7764 -8.3532
H68 3.6070 -1.2458 -8.5149
H69 2.7003 -2.5253 -7.5977
H70 3.4578 -1.0073 -5.9360
H71 5.3706 -3.4760 -5.5756
H72 3.5835 -3.4115 -5.2768
H73 5.7056 -3.6518 -3.0799
H74 3.9552 -3.6746 -2.9320
H75 4.7117 -2.6302 -1.9381
H76 5.9153 -1.0742 -5.6355
H77 6.1071 -1.7392 -7.0315
C29 0.4858 -7.9433 -2.4521
C30 0.7083 -7.0290 -3.6939
C31 1.3089 -5.6736 -3.3721
O8 0.3700 -4.9077 -2.5105
C32 0.8342 -4.3978 -1.2205
N8 1.5335 -7.8047 -4.6332
H78 1.3869 -7.8274 -1.8498
H79 0.4598 -8.9885 -2.7602
H80 -0.4443 -7.7772 -1.9085
H81 -0.3212 -6.9853 -4.0494
H82 1.4205 -5.1645 -4.3294
H83 2.2994 -5.6712 -2.9172
H84 1.5182 -3.6068 -1.5279
H85 1.3082 -5.2521 -0.7371
H86 -0.0399 -4.0434 -0.6741
H87 2.4374 -7.9280 -4.1997
H88 1.7573 -7.3247 -5.4932
C33 -7.1535 3.3482 5.8658
C34 -7.8114 2.1449 5.3504
C35 -6.8913 1.3311 4.4364
O9 -6.4010 2.1102 3.2966
C36 -5.2947 1.7003 2.5332
N9 -8.2325 1.2968 6.4670
H89 -6.3517 3.0806 6.5540
H90 -7.8059 4.1186 6.2768
H91 -6.6178 3.7869 5.0240
H92 -8.7357 2.2001 4.7752
H93 -7.2704 0.4492 3.9201
H94 -5.9860 1.0543 4.9766
H95 -5.1514 0.6376 2.7286
H96 -4.3422 2.2243 2.6119
H97 -5.6434 1.7333 1.5010
H98 -8.0048 1.7449 7.3431
H99 -7.7976 0.3912 6.3632
C37 6.4257 -1.1179 0.8886
C38 7.5505 -2.0606 1.3303
C39 8.4482 -2.4555 0.1369
O10 7.8984 -3.2104 -0.9710
C40 8.5648 -2.9367 -2.1758
N10 8.3412 -1.5273 2.4981
H100 5.7540 -0.9578 1.7319
H101 5.7369 -1.5239 0.1477
H102 6.6662 -0.1695 0.4082
H103 7.1231 -2.9740 1.7440
H104 9.3302 -2.9926 0.4860
H105 8.8351 -1.4567 -0.0651
H106 8.3186 -3.5588 -3.0362
H107 9.6451 -2.9420 -2.0302
H108 8.3522 -1.9038 -2.4516
H109 7.8581 -0.7844 2.9827
H110 9.2273 -1.0755 2.3227
O11 -2.6048 -1.7979 2.5255
H111 -2.0577 -1.8238 1.7405
H112 -3.3204 -1.2036 2.2998
C41 2.0991 4.0457 -1.5618
C42 2.6844 4.1855 -0.1318
O12 2.0391 3.4152 0.8180
O13 2.1588 2.6913 -1.8899
H113 2.6647 4.7802 -2.1352
H114 1.0558 4.3612 -1.5562
H115 2.5479 5.2302 0.1476
H116 3.7681 4.2754 -0.0578
H117 2.1295 3.6530 1.7437
H118 1.9731 2.2080 -1.0814
C43 -1.0235 3.0703 -3.9092
C44 -2.3091 2.1577 -3.9187
O14 -2.2629 1.2283 -5.0005
O15 -0.9151 3.4386 -5.2416
H119 -0.1101 2.5822 -3.5693
H120 -1.1993 3.9549 -3.2970
H121 -3.2316 2.7334 -3.9935
H122 -2.4260 1.5946 -2.9928
H123 -2.7519 0.4701 -4.6724
H124 -1.2005 2.6597 -5.7247

The calculation puts the total energy at -3426.43695 a.u. The net charge is -1. Its LUMO energy (spin up / spin down) is 1.92 / 1.84 eV. As for the spin multiplicity: 2. The HOMO energy (spin up / spin down) comes out at 0.5 / -6.8 eV.